No. 1
C2H6O | the ωB97M-V functional and the def2-TZVPD basis

Last column: Mulliken charge in e.
Atoms and positions in Å:
C: 0.000 0.000 0.000  -0.485
C: 0.918 -0.424 0.930  -0.472
H: 0.256 0.848 -0.645  0.197
H: -0.953 -0.510 -0.184  0.308
H: 1.906 0.050 0.912  0.211
H: 0.777 -1.285 1.594  0.233
O: -0.557 -2.946 -1.963  -0.636
H: -1.283 -3.449 -2.397  0.323
H: -0.942 -2.057 -1.790  0.320

Properties
E_tot: -4217.612 eV
HOMO-LUMO gap: 0.403 Eh
E_LUMO: 0.9 eV
SMILES string: C=C.O

***

No. 2
C2H6O | the ωB97M-V functional and the def2-TZVPD basis

Last column: Mulliken charge in e.
Atoms and positions in Å:
C: -0.061 0.986 0.293  -0.402
C: 0.266 1.513 1.511  -0.465
H: -0.835 0.217 0.183  0.207
H: 0.441 1.336 -0.615  0.212
H: -0.266 1.224 2.425  0.227
H: 1.107 2.208 1.610  0.220
O: -0.534 -2.556 -1.564  -0.638
H: -0.061 -3.217 -2.120  0.320
H: -0.057 -1.711 -1.724  0.320

Properties
E_tot: -4217.676 eV
HOMO-LUMO gap: 0.402 Eh
E_LUMO: 0.9 eV
SMILES string: C=C.O